DFT (ωB97M-V/def2-TZVPD) results for a cluster of 11 separate species, C6H30O11 in total.

Structure (XYZ):
```
47
Properties=species:S:1:pos:R:3:forces:R:3:nbo_charge:R:1
C -0.18115 1.96860 1.59144 -0.192 0.236 -0.129 -0.646
C 0.33975 0.56467 1.47640 -0.250 -0.106 -0.006 0.032
C 1.05630 0.03610 2.68591 0.029 0.094 -0.047 -0.669
C 0.12355 -0.14555 0.36068 0.042 -0.003 0.386 -0.259
C 0.53732 -1.52430 0.06077 0.004 0.484 0.806 -0.418
C 1.58824 -2.17872 0.56305 -0.006 -0.607 -0.330 0.172
O 1.77091 -3.48450 0.18567 -0.073 0.127 0.082 -0.684
H -0.95514 2.05006 2.36346 0.127 -0.076 0.107 0.210
H 0.60916 2.67411 1.87776 -0.043 -0.092 -0.013 0.200
H -0.63417 2.32469 0.66409 0.126 -0.059 0.051 0.236
H 0.85229 0.65654 3.55587 -0.113 0.020 0.095 0.211
H 2.13159 0.07381 2.52014 0.162 -0.112 0.031 0.236
H 0.77314 -0.99521 2.91621 0.085 0.028 -0.078 0.220
H -0.43428 0.33576 -0.43585 -0.009 -0.014 0.172 0.213
H -0.09510 -2.05311 -0.62531 -0.276 -0.434 -0.309 0.234
H 2.35764 -1.76339 1.20241 -0.199 0.093 -0.074 0.213
H 2.61657 -3.81274 0.49927 0.082 0.091 0.056 0.485
O -2.59230 -3.03216 -1.27671 -0.108 -1.240 -0.603 -0.990
H -3.10876 -3.56491 -1.91926 0.500 0.767 0.606 0.486
H -2.85272 -2.10183 -1.34919 -0.416 0.270 -0.282 0.509
O -1.31216 0.76764 -2.59086 -0.995 -0.279 0.887 -1.011
H -1.23892 1.69160 -2.26607 -0.014 -0.181 -0.144 0.503
H -2.00829 0.36185 -1.99212 0.790 0.448 -0.920 0.508
O -3.42185 -0.46516 -1.07818 -0.158 0.110 0.052 -1.013
H -3.42418 -0.53068 -0.08202 0.073 0.245 -0.019 0.517
H -4.31298 -0.18622 -1.32144 0.165 -0.038 -0.043 0.490
O -0.66544 3.23160 -1.51858 -0.421 0.099 -0.020 -0.985
H 0.27559 2.98202 -1.50713 0.256 0.267 -0.127 0.507
H -0.74285 4.00846 -2.08312 0.099 -0.087 0.074 0.481
O 3.55554 2.68411 0.44456 0.699 0.052 0.501 -0.972
H 2.95904 2.58384 -0.30555 -0.402 0.092 -0.500 0.497
H 3.00259 2.97386 1.16724 -0.164 0.152 0.296 0.469
O 1.95364 2.42627 -1.69549 -0.020 -0.301 -0.430 -1.009
H 2.45034 2.68743 -2.48188 -0.053 0.096 0.125 0.491
H 1.71427 1.46967 -1.87720 0.119 -0.008 0.107 0.519
O 3.60814 -0.05990 0.25456 0.309 0.206 0.242 -0.983
H 3.80387 0.86841 0.50610 -0.095 -0.330 -0.197 0.500
H 2.99073 0.02655 -0.47721 -0.047 -0.002 -0.057 0.464
O 1.25605 -0.04566 -2.29213 -0.003 -0.354 -0.050 -1.007
H 1.24222 -0.79488 -1.65071 0.024 0.683 -0.639 0.498
H 0.30531 0.16346 -2.49304 0.213 -0.260 0.108 0.517
O -3.32535 -0.70012 1.54866 0.389 -0.064 0.219 -0.979
H -3.14534 -1.67213 1.59786 0.062 0.162 0.099 0.514
H -2.51050 -0.29676 1.89615 -0.340 -0.115 -0.241 0.486
O -2.59780 -3.31420 1.38228 -0.132 -0.099 0.250 -0.982
H -2.63671 -3.39981 0.41127 -0.048 0.045 -0.259 0.507
H -1.67779 -3.48915 1.58725 0.221 -0.007 0.165 0.480
```
Forces are in eV/Å.

The SMILES is CC(C)=C/C=C/O.O.O.O.O.O.O.O.O.O.O. For the energy above the lowest of the compared OMol25 structures with the same formula, charge and spin, the calculation gives 0.0 kcal/mol. For the LUMO energy, the calculation gives 0.3497 eV. The spin multiplicity is 1. The HOMO energy comes out at -8.2 eV. For the total energy, the calculation gives -1074.2728 hartree.